[1]
A cluster of 2 separate species, C6H10O in total at a distorted geometry, computed with ωB97M-V with the def2-TZVPD basis set.

XYZ file:
```
17
Properties=species:S:1:pos:R:3:forces:R:3:nbo_charge:R:1
C -0.51218 1.06431 1.42707 0.20 0.26 0.45 -0.248
C -0.46105 1.44054 2.74932 0.83 -0.97 0.27 -0.630
C 1.04430 -0.71634 1.56635 1.69 -1.89 2.35 -0.601
C 0.04787 -0.08861 0.87620 -0.04 -0.46 -0.71 -0.223
C -0.51758 -0.64113 -0.37296 0.54 0.71 -1.26 -0.135
C -0.86019 -1.92791 -0.56541 0.17 2.49 -2.51 -0.509
H -0.93247 1.68088 0.68370 -1.26 1.01 -0.52 0.167
H -1.19250 2.10165 3.12079 -0.49 1.16 0.42 0.162
H 0.07776 0.82269 3.50458 -0.71 0.45 -0.70 0.169
H 1.22926 -1.83037 1.46726 0.08 1.46 -0.05 0.162
H 1.45642 -0.21101 2.53501 -0.76 -1.16 -1.95 0.169
H -0.54358 0.01668 -1.32611 -0.04 -0.70 1.66 0.172
H -1.10124 -2.25682 -1.57490 -0.16 -0.15 0.27 0.168
H -0.95079 -2.54340 0.23033 -0.04 -2.21 2.30 0.178
H 1.67664 1.21006 -4.51467 -0.08 -0.29 0.57 0.457
H 0.33767 0.75771 -4.88517 -1.22 -0.15 -0.83 0.454
O 0.93696 0.68334 -4.16554 1.30 0.45 0.23 -0.911
```
Positions in Å, forces in eV/Å.

The spin multiplicity is 2. As for the energy: -309.729353 Eh. The total charge is -1. The value obtained for the max |F| is 0.0687 Eh/bohr.

[2]
The molecule C7H6O2 at a distorted geometry, computed with ωB97M-V with the def2-TZVPD basis set.

XYZ file:
```
15
Properties=species:S:1:pos:R:3:forces:R:3:nbo_charge:R:1
C -0.45527 0.88147 -0.21409 -3.04 -1.63 -0.08 0.378
C 0.82804 1.29995 -0.04885 -3.44 6.93 -0.55 -0.294
C 1.74409 0.45133 0.00813 5.50 -5.37 0.95 -0.156
C 1.59254 -0.96149 -0.00314 4.36 1.16 -1.76 -0.271
C 0.37184 -1.43632 -0.18180 -3.97 -2.75 1.17 -0.147
C -0.71527 -0.53645 -0.32546 -0.07 1.46 1.41 -0.256
C -2.09924 -0.95998 0.02334 -0.10 -1.57 1.09 0.440
H -1.03676 2.55005 0.13222 1.75 4.10 0.98 0.466
H 1.16417 2.40299 0.01722 -1.22 -1.63 0.01 0.212
H 2.65879 0.89948 0.26664 1.76 -0.23 -0.16 0.209
H 2.56848 -1.48270 -0.26966 -1.51 0.01 1.33 0.228
H 0.04576 -2.54503 0.11356 1.00 2.25 -1.38 0.227
H -2.15840 -2.14170 0.59930 0.04 2.92 -1.66 0.080
O -1.46959 1.79101 -0.06162 -1.17 -4.35 -1.43 -0.611
O -3.03919 -0.21259 -0.05578 0.11 -1.30 0.10 -0.506
```
Positions in Å, forces in eV/Å.

The spin multiplicity is 1. As for the energy: -420.718913 Eh. The value obtained for the max |F| is 0.1509 Eh/bohr.

[3]
A cluster of 3 separate species, C31H32BF3O3 in total at a distorted geometry, computed with ωB97M-V with the def2-TZVPD basis set.

XYZ file:
```
70
Properties=species:S:1:pos:R:3:forces:R:3:nbo_charge:R:1
C -4.20278 -1.88187 0.37199 -0.15 -0.87 -0.54 -0.644
C -3.72764 -1.22854 1.66912 -0.88 0.00 -0.05 0.246
C -4.49787 0.08872 1.66366 -0.27 0.81 0.57 -0.625
C -3.88402 -2.06204 3.01686 -0.51 0.24 0.47 0.246
C -4.26649 -1.19886 4.22706 -0.27 -0.18 0.12 -0.621
C -4.76997 -3.28422 2.92118 -0.09 -0.24 -0.14 -0.630
O -2.55857 -2.52185 3.38593 0.73 1.86 -0.51 -0.756
B -1.70351 -1.62578 2.72942 -0.44 -2.74 -3.21 1.294
C -0.16541 -1.95160 2.56571 1.16 0.08 0.95 -0.463
C 0.57879 -1.74705 1.37344 -0.51 0.58 -0.11 -0.154
C 1.95611 -1.89343 1.32738 -0.09 -0.11 -0.55 -0.185
C 2.66691 -2.18838 2.47665 0.03 -0.08 0.93 -0.159
C 4.17874 -2.11875 2.40995 0.38 -0.30 -0.15 0.979
F 4.77150 -2.31347 3.61766 -0.35 0.25 -0.87 -0.323
F 4.67967 -3.07688 1.56180 -0.27 0.91 0.64 -0.330
F 4.61566 -0.89874 1.92624 -0.41 -1.25 0.52 -0.336
C 1.97441 -2.45209 3.66480 0.57 0.09 -0.48 -0.206
C 0.57708 -2.36085 3.68539 -0.23 0.25 -0.30 -0.185
C -1.20197 -2.89914 -0.08872 -0.50 -0.63 -0.62 -0.204
C -0.60692 -4.22570 0.06431 0.28 -0.41 -0.35 -0.465
C -1.98478 -3.92692 0.60532 0.25 -0.09 0.39 -0.498
O -2.32623 -0.99882 1.62651 0.32 -0.05 1.75 -0.764
H -5.28245 -2.12788 0.37471 0.45 0.34 0.23 0.213
H -4.02101 -1.21116 -0.47983 -0.05 0.01 0.36 0.218
H -3.67537 -2.79804 0.13239 -0.26 0.26 0.14 0.239
H -5.58253 -0.10144 1.74384 0.38 -0.03 0.03 0.215
H -4.21375 0.75647 2.49173 -0.19 -0.29 -0.39 0.209
H -4.35529 0.63887 0.71256 0.15 -0.34 0.52 0.225
H -5.26096 -0.74775 4.14564 0.19 0.00 -0.01 0.215
H -4.25319 -1.86585 5.10218 -0.04 0.28 -0.20 0.224
H -3.50330 -0.42457 4.40419 -0.33 -0.10 -0.12 0.200
H -5.80948 -2.99774 2.71839 0.17 -0.05 0.09 0.216
H -4.43358 -3.94406 2.10684 -0.11 0.17 0.36 0.226
H -4.72026 -3.82585 3.87988 -0.09 0.12 -0.41 0.224
H 0.14653 -1.37039 0.44004 -0.39 0.04 0.68 0.258
H 2.48530 -1.74362 0.38125 -0.20 0.11 0.36 0.223
H 2.53361 -2.69490 4.56050 -0.11 0.03 -0.02 0.229
H 0.05125 -2.51177 4.62463 0.11 -0.10 -0.07 0.217
H -1.45164 -2.21657 -0.89904 0.15 -0.39 0.05 0.210
H -0.49227 -4.96640 -0.74965 0.04 0.56 0.40 0.211
H 0.12026 -4.27621 0.87042 0.39 -0.37 -0.24 0.212
H -2.03061 -3.82559 1.69329 -0.19 -0.35 -0.27 0.234
H -2.85504 -4.42851 0.16814 0.30 0.14 -0.03 0.206
C -5.34983 5.22293 2.99868 0.12 -0.37 -0.26 -0.209
C -5.13582 4.02570 3.70596 0.58 0.26 -0.14 -0.203
C -4.04009 3.20641 3.39506 -0.17 0.61 -0.24 -0.203
C -3.18797 3.52595 2.30520 -1.26 0.30 0.30 -0.037
C -2.15844 2.62272 1.85319 0.16 -1.01 0.55 0.318
O -1.67975 2.92556 0.61183 0.09 -0.27 0.22 -0.463
C -0.42101 2.47639 0.29592 1.24 0.81 0.20 0.371
C 0.18503 1.47867 1.09163 -0.27 0.54 -0.41 -0.142
C 1.58143 1.35102 1.03924 0.19 -0.46 0.01 -0.179
C 2.31775 1.96916 0.05005 -0.24 0.27 -0.24 -0.223
C 1.66796 2.86178 -0.82765 0.16 -0.38 0.30 -0.198
C 0.33532 3.22568 -0.61550 -0.20 -0.56 -0.15 -0.282
C -0.60943 0.80479 2.05507 1.60 1.44 1.52 -0.150
C -1.69718 1.52315 2.56019 -0.59 1.14 -0.87 -0.266
C -3.44979 4.70630 1.58849 0.18 -0.01 -0.15 -0.198
C -4.50847 5.53784 1.92107 -0.15 0.24 0.40 -0.211
H -6.16787 5.89753 3.27490 0.31 -0.37 -0.14 0.219
H -5.80574 3.75873 4.52520 0.28 0.05 -0.19 0.217
H -3.82565 2.33780 4.01473 -0.25 0.12 -0.19 0.206
H 2.05212 0.76426 1.82994 -0.01 0.01 -0.43 0.225
H 3.39386 1.78669 -0.01532 -0.40 0.14 -0.07 0.226
H 2.22594 3.27064 -1.66055 -0.02 0.31 0.18 0.217
H -0.09494 4.08135 -1.14728 -0.01 -0.53 0.14 0.228
H -0.02626 0.21088 2.76708 -0.54 0.07 -0.47 0.231
H -2.18379 1.29483 3.50936 0.37 -0.01 -0.31 0.221
H -2.78521 4.97492 0.76512 -0.32 -0.11 0.23 0.227
H -4.65956 6.46010 1.34685 0.02 -0.41 0.30 0.219
```
Positions in Å, forces in eV/Å.

The spin multiplicity is 1. As for the energy: -1750.473407 Eh. The value obtained for the max |F| is 0.0825 Eh/bohr.